The following is a quantum chemistry calculation of a molecular structure, C24H35CsN4O5Se2 in a non-equilibrium geometry, from the Open Molecules 2025 dataset.

Structure (XYZ):
```
71
Properties=species:S:1:pos:R:3:lowdin_charge:R:1
Cs 0.478 -1.021 3.295 1.243
O -0.479 -7.131 1.776 0.110
C -0.117 -5.844 1.981 -0.474
O -0.298 -4.969 1.182 0.133
C 0.535 -5.711 3.331 -0.142
O 0.825 -4.381 3.586 -0.143
C 1.618 -4.192 4.760 -0.121
C 1.929 -2.689 4.753 -0.912
O 1.254 -1.969 5.526 -0.264
O 2.704 -2.292 3.857 -0.214
H -0.895 -7.173 0.907 0.117
H 1.441 -6.329 3.323 0.147
H -0.140 -6.141 4.078 0.147
H 2.540 -4.780 4.697 0.129
H 1.052 -4.466 5.652 0.126
C 1.406 -1.315 -2.084 -0.033
N 0.816 -2.644 -2.094 -0.120
C 1.487 -3.836 -2.342 -0.044
C 0.586 -4.825 -2.218 -0.051
N -0.626 -4.233 -1.894 -0.128
C -1.876 -4.922 -1.635 -0.058
C -0.489 -2.889 -1.806 -0.752
Se -1.788 -1.661 -1.402 0.642
H 2.387 -1.363 -2.553 0.095
H 1.502 -0.948 -1.062 0.090
H 0.768 -0.628 -2.634 0.064
H 2.536 -3.867 -2.588 0.121
H 0.695 -5.889 -2.346 0.121
H -1.735 -5.981 -1.843 0.088
H -2.659 -4.521 -2.275 0.077
H -2.167 -4.778 -0.599 0.073
C 1.635 4.640 2.540 -0.105
C 1.719 4.651 1.014 -0.247
C 2.587 3.528 0.445 -0.178
C 1.978 2.128 0.576 -0.147
N 0.721 1.991 -0.151 -0.013
C -0.517 1.831 0.404 -0.678
Se -0.896 1.629 2.183 0.555
N -1.409 1.834 -0.620 -0.020
C -2.856 1.658 -0.483 -0.182
C -3.616 2.889 0.003 -0.190
C -3.559 4.118 -0.914 -0.242
C -2.254 4.922 -0.828 -0.098
C -0.737 1.939 -1.836 -0.194
C -1.195 1.971 -3.142 -0.007
C -0.247 2.106 -4.147 -0.077
C 1.115 2.203 -3.850 -0.085
C 1.568 2.176 -2.538 -0.020
C 0.614 2.049 -1.539 -0.168
H 1.127 5.536 2.905 0.074
H 2.635 4.617 2.984 0.077
H 1.075 3.778 2.904 0.023
H 2.146 5.602 0.687 0.107
H 0.714 4.593 0.583 0.095
H 3.552 3.518 0.961 0.120
H 2.787 3.729 -0.610 0.095
H 1.770 1.894 1.615 0.072
H 2.674 1.383 0.190 0.126
H -3.019 0.826 0.198 0.092
H -3.225 1.358 -1.464 0.110
H -3.260 3.160 0.997 0.082
H -4.657 2.568 0.114 0.116
H -4.381 4.780 -0.629 0.102
H -3.747 3.818 -1.952 0.103
H -2.006 5.134 0.216 0.076
H -2.353 5.876 -1.350 0.072
H -1.409 4.394 -1.274 0.053
H -2.250 1.881 -3.373 0.114
H -0.568 2.133 -5.181 0.105
H 1.831 2.306 -4.656 0.104
H 2.625 2.241 -2.311 0.112
```

Output
* E_LUMO: 0.24 eV
* E_HOMO: -7.450 eV
* F_max: 2.31 eV Å⁻¹
* energy: -172896.264 eV
* orbital gap: 7.686 eV